Record 1
Computed, not measured: C23H37AsCoNO4S as an isolated structure in a non-equilibrium geometry, with the ωB97M-V functional and the def2-TZVPD basis.

## Properties
* HOMO-LUMO gap (alpha / beta): 7.50 / 8.25 eV
* charge: +1
* HOMO (alpha / beta): -0.38713 / -0.38622 hartree
* energy relative to the best compared isomer or geometry (same formula, charge and spin): 22.96 kcal/mol
* ⟨S²⟩: 0.847
* LUMO level (alpha / beta): -3.03 / -2.26 eV
* multiplicity: 2

Last column: Löwdin spin population.
Atoms and positions in Å:
H (-0.070533, 1.254489, -2.297096)  0.0001
H (-0.877315, 3.667919, -0.016523)  0.0000
C (-1.000527, -1.995451, 0.297001)  -0.0909
H (-2.824246, -0.823181, 0.782454)  -0.0003
C (3.133348, -4.764437, -0.114903)  0.0005
H (2.744147, -1.747233, 2.443568)  0.0001
H (2.455619, -1.763632, -2.425283)  0.0001
H (1.261939, 3.088678, 1.453149)  0.0001
As (-2.074519, 1.449059, -0.090798)  -0.0088
C (2.788032, -3.429992, -0.043362)  -0.0004
H (-4.333752, 2.078467, 3.099648)  -0.0001
H (-3.742570, 4.086040, -1.030521)  0.0000
H (2.724872, 2.150367, 1.128751)  0.0000
C (1.533880, 2.061333, -1.127162)  0.0002
C (-2.646026, 1.713213, 1.796435)  -0.0008
C (-2.881710, 4.336568, -0.412287)  -0.0005
C (2.836696, -0.666693, 2.338162)  0.0005
H (2.901743, -0.274390, -3.291847)  0.0002
H (-3.010053, 1.646837, -2.989595)  0.0000
H (1.801320, 1.491512, 3.316154)  0.0004
H (2.340236, -6.760687, -0.239451)  0.0000
C (3.742391, -0.353203, 1.145600)  0.0001
H (-3.203792, 4.381000, 0.627617)  0.0000
H (1.448060, 1.483983, -3.200184)  0.0003
H (1.181200, 3.086403, -1.280669)  0.0002
C (0.804879, -5.268868, -0.138557)  0.0006
C (1.265027, 1.172003, 2.418757)  0.0010
C (-2.386855, -1.777682, 0.543065)  -0.0138
C (0.537536, -3.899831, -0.037657)  -0.0011
H (-0.018538, -5.968478, -0.177223)  0.0001
O (1.267829, -0.209885, -2.011757)  0.0105
C (3.604665, -0.376089, -1.254205)  0.0002
C (1.639222, 2.078817, 1.255374)  0.0004
H (-2.313277, 0.834855, 2.354606)  0.0000
N (1.530040, -2.990573, -0.010732)  -0.0061
H (3.566902, -2.679478, -0.013203)  -0.0001
C (-3.800623, 1.170010, -1.018805)  -0.0018
H (-4.329784, 0.344403, -0.543075)  0.0000
H (4.602707, -1.031761, 1.162617)  0.0001
H (-2.559099, 5.339605, -0.697885)  -0.0001
H (-4.722689, 1.064582, 1.714268)  0.0000
C (2.567747, -0.684067, -2.335560)  0.0006
C (2.111437, -5.705416, -0.174204)  -0.0004
H (-2.077024, 2.566119, 2.178313)  0.0000
H (-4.465892, 0.647608, -3.018493)  0.0000
O (1.048258, 1.534204, 0.094031)  0.0065
H (-4.211826, -3.001960, 0.655140)  -0.0008
C (-3.533131, 0.830759, -2.485288)  0.0000
C (-3.147580, -2.905807, 0.506217)  -0.0047
O (2.958000, -0.551722, -0.011004)  0.0029
H (-4.433642, 2.051753, -0.930636)  -0.0003
H (4.004312, 0.639882, -1.336687)  0.0000
H (4.175691, -5.047964, -0.125802)  0.0001
C (-1.741776, 3.340438, -0.600666)  -0.0016
C (-4.138859, 1.926887, 2.036506)  -0.0002
C (-0.779393, -3.338313, 0.104183)  -0.0075
H (2.628381, 2.089522, -1.112318)  0.0000
H (-2.917857, -0.068741, -2.557734)  0.0001
S (-2.218114, -4.302079, 0.181582)  -0.0041
H (-4.513163, 2.799840, 1.504187)  0.0000
H (4.127028, 0.671872, 1.175582)  0.0000
Co (0.646361, -0.911776, 0.098066)  1.1080
O (1.506740, -0.204259, 2.152491)  0.0093
H (3.267944, -0.251990, 3.252463)  0.0001
H (4.444732, -1.071589, -1.364023)  0.0000
C (1.013577, 1.170839, -2.247169)  0.0011
H (0.191585, 1.242797, 2.595546)  0.0000
H (-1.429898, 3.334595, -1.649164)  0.0000

Cartesian forces, eV/Å:
H -0.002 0.000 -0.048
H 0.062 -0.103 0.002
C 0.559 0.361 -0.131
H -0.045 -0.001 -0.015
C -0.033 0.071 -0.001
H 0.014 0.020 0.046
H 0.011 0.018 -0.061
H -0.007 0.008 -0.005
As -0.159 0.208 -0.104
C 0.291 -0.054 -0.056
H -0.019 -0.016 -0.006
H -0.031 0.006 0.025
H -0.042 0.015 -0.023
C -0.016 -0.089 -0.087
C -0.110 0.034 -0.067
C 0.099 -0.011 -0.017
C 0.116 -0.103 -0.179
H -0.041 -0.036 -0.035
H -0.012 -0.024 -0.053
H -0.043 -0.047 0.049
H -0.031 -0.006 -0.008
C -0.075 0.119 0.225
H -0.027 0.007 0.006
H -0.014 -0.034 -0.022
H -0.052 -0.003 -0.011
C 0.004 0.071 -0.012
C -0.058 0.191 -0.140
C -0.031 0.203 0.121
C 0.215 -0.196 -0.013
H 0.007 -0.018 0.019
O -0.084 -0.072 0.049
C -0.031 0.090 -0.167
C 0.022 -0.098 0.086
H 0.055 0.005 -0.027
N -0.461 0.625 0.061
H -0.104 -0.070 0.011
C 0.142 0.011 -0.065
H 0.052 -0.006 0.076
H 0.015 -0.004 -0.026
H -0.022 0.005 0.003
H -0.007 0.002 0.001
C 0.114 -0.083 0.118
C -0.005 0.054 -0.004
H 0.032 -0.008 -0.042
H 0.015 0.018 -0.049
O -0.041 0.018 -0.005
H 0.009 0.064 0.011
C 0.026 0.012 0.185
C 0.043 -0.263 -0.046
O -0.127 0.109 -0.085
H -0.002 -0.005 0.061
H 0.007 -0.042 0.040
H -0.012 -0.030 -0.011
C -0.153 -0.020 0.037
C 0.066 0.026 0.026
C -0.394 -0.084 0.003
H -0.034 0.023 0.044
H 0.001 0.015 -0.070
S 0.141 0.294 0.034
H -0.034 -0.014 -0.015
H 0.010 -0.048 -0.052
Co 0.325 -1.204 0.205
O -0.141 -0.066 -0.061
H -0.032 -0.024 0.031
H 0.017 0.002 0.024
C 0.012 0.208 0.160
H 0.011 0.005 0.047
H 0.042 -0.038 0.008

=====

Record 2
Computed, not measured: C17H15F2NOPtS as an isolated structure in a non-equilibrium geometry, with the ωB97M-V functional and the def2-TZVPD basis.

## Properties
* HOMO-LUMO gap: 6.53 eV
* HOMO: -0.25250 hartree
* LUMO level: -0.34 eV

Last column: natural (NBO) charge in e.
Atoms and positions in Å:
H (1.410409, -4.021569, 1.742675)  0.2326
H (0.360924, 5.569588, 1.235908)  0.2189
S (-2.856268, 2.029410, -1.588501)  0.4277
C (-1.952202, 3.262601, -0.741637)  -0.2377
C (-2.616474, -1.142634, -2.242466)  -0.1753
C (-2.548669, -2.501277, -2.432620)  -0.2554
N (-0.649802, 1.374217, -0.352769)  -0.4768
H (-3.398554, -0.546320, -2.689292)  0.2048
C (-0.603055, -1.270185, -0.876235)  -0.2767
H (4.625265, -2.718066, 0.566551)  0.2544
H (2.124163, 1.503424, 1.932660)  0.0885
C (-0.806011, 2.711894, -0.129997)  0.2045
C (-0.287043, 4.915919, 0.670840)  -0.2024
F (0.293635, 1.268475, 2.698920)  -0.3831
C (0.031289, 3.575917, 0.579067)  -0.2190
H (3.759988, -4.195765, 1.033736)  0.2254
C (2.519301, -2.461953, 0.793000)  0.6496
C (-1.653064, 0.864737, -1.110709)  0.1099
C (-0.540357, -2.624767, -1.094891)  -0.2605
H (0.922637, 3.195630, 1.046973)  0.2328
C (-1.659777, -0.504378, -1.430884)  -0.1289
H (-1.645486, 6.489214, 0.135620)  0.2181
O (2.322455, -1.386060, 0.200725)  -0.5553
C (-1.419103, 5.437087, 0.056180)  -0.2136
C (-1.524698, -3.250307, -1.861867)  -0.1681
C (1.333766, 0.733014, 2.000043)  0.2169
C (-2.262466, 4.604375, -0.659923)  -0.2032
H (-3.152654, 4.979695, -1.138610)  0.2199
H (0.264169, -3.226689, -0.691671)  0.1879
H (0.704814, -2.373060, 1.897252)  0.2608
H (-1.487000, -4.319064, -2.009962)  0.2067
H (-3.297837, -2.995047, -3.034122)  0.2132
H (3.672057, -3.570095, -0.628891)  0.2538
H (2.134426, -2.841852, 2.834731)  0.2655
C (3.712925, -3.297899, 0.426413)  -0.7175
C (1.626542, -2.962861, 1.876438)  -0.7305
Pt (0.704075, -0.059310, 0.169768)  0.7106
F (1.837679, -0.246040, 2.817548)  -0.3988

Cartesian forces, eV/Å:
H 0.030 -0.069 -0.046
H 0.061 0.038 0.011
S 0.784 -0.195 0.396
C 0.140 -0.543 -0.012
C 0.234 0.853 0.627
C -0.165 -0.391 -0.251
N -1.434 -2.070 -0.741
H -0.245 -0.086 -0.155
C 1.060 1.855 -0.888
H -0.003 0.055 0.019
H -0.157 -0.049 0.535
C -0.320 1.260 -0.094
C 0.143 -0.122 0.044
F -0.665 0.350 0.388
C 0.082 -0.250 -0.017
H 0.024 -0.055 0.017
C -0.273 0.828 -0.264
C 0.834 2.022 0.890
C -0.811 -0.674 -0.452
H 0.086 -0.106 0.079
C -0.212 -2.601 -0.582
H -0.021 0.079 0.014
O -0.147 -1.131 0.454
C -0.293 -0.103 -0.172
C 0.238 0.228 0.395
C 1.242 1.428 -1.754
C 0.014 0.304 0.144
H -0.087 0.128 -0.064
H 0.119 0.005 0.017
H 0.153 -0.154 0.053
H -0.034 -0.134 -0.120
H -0.042 -0.024 -0.071
H -0.095 0.032 -0.003
H 0.084 0.011 0.005
C 0.058 0.257 -0.028
C -0.473 0.338 -0.187
Pt -0.256 -0.561 1.386
F 0.347 -0.752 0.427

=====

Record 3
Computed, not measured: a 2-piece molecular cluster, C4H8O2 overall in a non-equilibrium geometry, with the ωB97M-V functional and the def2-TZVPD basis.

## Properties
* HOMO-LUMO gap: 9.66 eV
* HOMO: -0.33532 hartree
* energy relative to the best compared isomer or geometry (same formula, charge and spin): 53.99 kcal/mol
* LUMO level: 0.53 eV
* SMILES: C=CC(=C)O.O

Last column: natural (NBO) charge in e.
Atoms and positions in Å:
H (-1.934537, 1.485246, -1.816887)  0.2144
H (-0.581596, 0.037640, 2.178685)  0.2090
C (-0.694101, 0.298841, -0.545163)  0.2733
C (-0.307497, 1.298256, 0.478381)  -0.2528
H (0.176354, 1.657327, 2.492461)  0.1997
C (-1.434356, 0.547827, -1.635376)  -0.4779
H (2.470271, -2.169148, -0.506397)  0.4522
C (-0.183659, 0.948887, 1.754366)  -0.3491
H (0.108095, -1.377466, -1.001478)  0.4805
O (-0.301011, -0.988628, -0.244139)  -0.7143
O (2.639733, -2.087674, 0.443497)  -0.9290
H (-1.589172, -0.278651, -2.318219)  0.1986
H (1.800425, -1.651396, 0.677565)  0.4759
H (-0.168949, 2.278935, 0.042708)  0.2195

Cartesian forces, eV/Å:
H 0.340 0.187 -0.094
H 0.443 -0.403 -0.399
C -0.998 0.477 -0.333
C -0.443 -1.011 -0.444
H -0.103 0.106 -0.087
C 0.562 -0.518 0.526
H 0.619 -0.255 0.080
C -0.180 1.045 0.407
H 0.108 -0.501 -0.892
O 0.232 0.281 0.849
O -0.992 0.350 -0.557
H -0.310 0.113 -0.068
H 0.363 -0.054 0.507
H 0.358 0.182 0.505